Entry 1:
{
  "formula": "C24H20N2O3",
  "method": "the ωB97M-V functional and the def2-TZVPD basis",
  "species": ["C", "N", "C", "C", "C", "C", "C", "C", "C", "C", "C", "C", "C", "C", "C", "C", "C", "H", "H", "H", "H", "H", "H", "H", "H", "H", "H", "H", "H", "H", "H", "C", "C", "O", "C", "C", "C", "C", "C", "C", "N", "O", "O", "H", "H", "H", "H", "H", "H"],
  "xyz": [[4.9106, -0.5742, 0.6283], [3.5448, -1.0621, 0.6693], [2.4705, -0.2428, 0.5529], [1.2746, -1.0002, 0.6780], [-0.0132, -0.4766, 0.6854], [-1.2219, -1.2586, 0.6678], [-1.4034, -2.3626, -0.2074], [-2.5839, -3.1018, -0.1811], [-3.5821, -2.7979, 0.7554], [-3.4218, -1.7059, 1.6224], [-2.2736, -0.9290, 1.5602], [1.7060, -2.3948, 0.8781], [1.0531, -3.5731, 1.2040], [1.8022, -4.7449, 1.3952], [3.2044, -4.7251, 1.2930], [3.8912, -3.5252, 1.0401], [3.1246, -2.3892, 0.8412], [5.5996, -1.4216, 0.6556], [5.0622, 0.0057, -0.2915], [5.1229, 0.0924, 1.4770], [2.5853, 0.8298, 0.4077], [-0.0987, 0.5973, 0.8767], [-0.6018, -2.6156, -0.9026], [-2.7098, -3.9388, -0.8734], [-4.4804, -3.4105, 0.8129], [-4.1903, -1.4644, 2.3604], [-2.1265, -0.0680, 2.2142], [-0.0249, -3.5746, 1.3183], [1.2851, -5.6808, 1.6227], [3.7673, -5.6521, 1.4111], [4.9779, -3.4565, 0.9736], [-0.0933, 1.5426, -1.6967], [-1.4893, 1.8970, -1.5848], [-2.3258, 0.9700, -1.5874], [-1.8842, 3.3411, -1.4593], [-1.4243, 4.3048, -2.3616], [-1.9047, 5.6202, -2.2998], [-2.7947, 5.9898, -1.2797], [-3.2446, 5.0313, -0.3623], [-2.8355, 3.7003, -0.4913], [0.9324, 2.4311, -1.5194], [2.1381, 2.0302, -1.5130], [0.6868, 3.6629, -1.3769], [0.1883, 0.4947, -1.8039], [-0.7733, 4.0135, -3.1835], [-1.5505, 6.3447, -3.0382], [-3.1323, 7.0263, -1.2020], [-3.9163, 5.3078, 0.4549], [-3.2266, 2.9135, 0.1593]],
  "atomic_forces_ev_per_a": [[0.5, 0.3, -0.1], [-1.5, 1.4, -0.4], [0.9, -0.8, 0.6], [-0.6, -0.2, -0.2], [1.1, 0.2, 0.5], [-1.1, -0.7, -0.1], [0.0, 0.5, 0.3], [0.1, 0.1, 0.2], [0.4, 0.3, 0.0], [0.0, -0.2, 0.0], [0.6, 0.1, -0.5], [0.8, 0.1, -0.1], [0.2, -0.6, 0.1], [0.1, 0.4, -0.1], [0.0, 0.3, -0.1], [-0.2, -0.3, -0.1], [-0.8, -0.1, 0.3], [-0.1, 0.2, -0.1], [0.0, -0.3, 0.2], [-0.2, -0.3, -0.2], [-0.1, -0.2, -0.2], [-0.1, -0.3, -0.3], [-0.3, 0.1, 0.1], [0.0, 0.3, 0.3], [0.2, 0.2, -0.1], [0.2, -0.1, -0.3], [-0.2, -0.2, -0.1], [0.2, -0.2, 0.0], [0.2, 0.4, -0.1], [-0.2, 0.3, 0.0], [-0.3, -0.3, 0.1], [0.1, -0.1, 0.3], [0.3, -1.0, -0.1], [0.4, 1.1, 0.2], [-1.2, 0.2, 0.0], [-1.0, 0.5, -0.4], [0.1, -0.6, 0.2], [0.1, -0.2, 0.1], [0.1, 0.1, -0.2], [0.5, -0.1, -0.3], [0.3, 1.3, 0.0], [-0.7, -0.4, 0.2], [1.2, -1.5, 0.3], [0.0, 0.5, -0.2], [0.0, 0.1, 0.3], [-0.2, -0.2, 0.3], [0.1, -0.3, 0.0], [0.1, 0.0, -0.4], [0.1, 0.3, -0.1]],
  "total_energy_ev": -34330.148,
  "relative_energy_ev": 5.5623,
  "multiplicity": 1,
  "gap_ev": 5.10,
  "homo_energy_ev": -7.296,
  "e_lumo_ev": -2.195
}



Entry 2:
{
  "formula": "C24H20N6O4",
  "method": "the ωB97M-V functional and the def2-TZVPD basis",
  "species": ["N", "C", "C", "C", "C", "C", "C", "C", "N", "C", "C", "C", "C", "C", "C", "C", "C", "C", "C", "C", "C", "H", "H", "H", "H", "H", "H", "H", "H", "H", "H", "H", "H", "H", "H", "H", "H", "H", "H", "O", "N", "C", "C", "C", "N", "O", "O", "N", "C", "N", "C", "O", "H", "H"],
  "xyz": [[-5.1367, 4.7503, 3.1904], [-4.5144, 3.7861, 2.9952], [-3.6731, 2.6391, 2.7301], [-2.6578, 2.2805, 3.6267], [-1.8398, 1.1857, 3.3418], [-1.9779, 0.4925, 2.1305], [-0.8755, -0.3856, 1.6138], [0.0506, -0.8945, 2.6772], [0.0780, -2.2000, 2.9706], [-1.0430, -3.1246, 2.7800], [-0.6774, -4.4165, 3.5513], [0.8504, -4.3573, 3.7881], [1.2586, -2.8810, 3.5561], [1.0214, -0.0717, 3.3834], [1.6446, 0.9926, 2.7102], [2.4972, 1.8983, 3.3300], [2.7443, 1.8050, 4.7072], [2.1951, 0.7146, 5.4163], [1.3365, -0.1821, 4.7750], [-3.1482, 0.7120, 1.3755], [-3.9327, 1.8356, 1.5997], [-2.5438, 2.8392, 4.5680], [-1.0937, 0.8808, 4.0823], [-1.1988, -1.2328, 0.9970], [-1.9808, -2.7000, 3.1528], [-1.2151, -3.3559, 1.7177], [-1.1956, -4.4118, 4.5281], [-0.9512, -5.3290, 2.9944], [1.1109, -4.6573, 4.8244], [1.4013, -4.9820, 3.0577], [2.1500, -2.7997, 2.8979], [1.5308, -2.4497, 4.5334], [1.4474, 1.1177, 1.6548], [2.9515, 2.6965, 2.7153], [3.3755, 2.5463, 5.2118], [2.4384, 0.6016, 6.4839], [0.8995, -0.9720, 5.3940], [-3.4265, -0.0326, 0.6127], [-4.7745, 2.0647, 0.9240], [0.0837, 2.7878, 1.3608], [-0.7537, 2.8408, 0.4119], [-1.0444, 1.6566, -0.3684], [-0.4984, 0.3353, 0.1423], [-0.5154, -0.5147, -1.0403], [-0.0194, -1.7863, -1.1007], [0.4608, -2.5456, -0.2697], [-0.0906, -2.1973, -2.4673], [-0.6416, -1.1524, -3.2627], [-0.8944, -0.1350, -2.3544], [-1.3440, 1.0579, -2.6874], [-1.4730, 1.9348, -1.6634], [-1.3456, 3.9103, 0.1060], [0.6466, 0.5010, 0.5785], [-1.8135, 2.9519, -1.9099]],
  "atomic_forces_ev_per_a": [[0.8, -1.6, -0.2], [-0.5, 1.4, 0.1], [-0.1, -0.2, -0.3], [-0.3, -0.2, 0.2], [-0.1, 0.4, 0.0], [-0.8, -0.2, 1.2], [-2.8, -0.6, -1.4], [1.3, -1.5, -0.3], [-0.3, 1.4, -0.2], [-0.6, -1.0, -0.8], [0.1, 0.2, 0.3], [0.2, 0.1, -0.4], [0.6, -0.5, 1.1], [1.2, 1.5, 0.8], [-0.1, -0.4, -0.1], [0.3, 0.4, 0.4], [-0.1, -0.5, -0.6], [-0.2, 0.3, -0.3], [0.0, 0.0, 0.1], [0.3, -0.1, -0.3], [-0.4, -0.2, 0.4], [0.0, -0.3, -0.6], [-0.2, 0.4, -0.5], [-0.8, -0.6, 1.5], [0.3, 0.2, 0.0], [0.4, 0.2, 0.2], [0.2, -0.1, -0.5], [-0.1, 0.5, 0.3], [-0.1, 0.0, -0.8], [-0.4, 0.2, 0.6], [-0.8, 0.2, 0.2], [-0.1, -0.3, -0.8], [0.3, 0.2, 0.4], [-0.4, -0.5, 0.5], [-0.3, -0.4, -0.2], [-0.3, 0.0, -0.6], [0.0, 0.4, -0.3], [0.3, 0.7, 0.0], [0.5, -0.1, 0.6], [-1.4, -0.2, -1.6], [-0.6, 1.1, 0.2], [0.6, 0.7, 2.1], [5.4, 2.4, 1.3], [0.9, -3.1, 0.1], [-1.1, 2.3, -1.9], [0.1, -0.2, 0.4], [-0.3, 0.9, 0.8], [-0.1, 1.3, 2.9], [1.1, -2.9, -1.4], [-1.4, 2.4, 0.3], [0.6, -1.6, -1.6], [1.2, -1.8, 0.8], [-2.4, -0.2, -2.6], [0.2, -0.7, 0.2]],
  "total_energy_ev": -42331.824,
  "relative_energy_ev": 1.9897,
  "multiplicity": 1,
  "gap_ev": 5.28,
  "homo_energy_ev": -7.445,
  "e_lumo_ev": -2.169
}



Entry 3:
{
  "formula": "C24H20N7O3ReS",
  "method": "the ωB97M-V functional and the def2-TZVPD basis",
  "species": ["Re", "C", "C", "C", "C", "N", "C", "C", "C", "C", "C", "C", "N", "C", "C", "C", "C", "C", "N", "H", "H", "H", "H", "H", "H", "H", "H", "H", "H", "H", "C", "N", "C", "C", "N", "C", "S", "C", "C", "C", "C", "C", "N", "H", "H", "H", "H", "H", "H", "H", "H", "H", "O", "N", "O", "O"],
  "xyz": [[-0.1552, -0.8782, -0.0645], [0.0341, -0.5697, -4.3649], [1.3645, -0.8216, -4.6650], [2.2585, -1.0583, -3.6313], [1.8051, -1.0296, -2.3264], [0.5049, -0.7680, -2.0378], [-0.3646, -0.5545, -3.0457], [2.6313, -1.2940, -1.1414], [3.9760, -1.6292, -1.1367], [4.6105, -1.8144, 0.0822], [3.9018, -1.6347, 1.2638], [2.5618, -1.2999, 1.1894], [1.9482, -1.1594, 0.0072], [1.6648, -1.0391, 2.3278], [2.0490, -1.1255, 3.6485], [1.1146, -0.8935, 4.6485], [-0.1851, -0.5785, 4.2922], [-0.5136, -0.4950, 2.9557], [0.3895, -0.7145, 1.9734], [-0.6976, -0.3995, -5.1419], [1.7026, -0.8428, -5.6924], [3.2958, -1.2704, -3.8463], [-1.3957, -0.3899, -2.7660], [4.5214, -1.7481, -2.0617], [5.6577, -2.0837, 0.1135], [4.3926, -1.7573, 2.2182], [3.0662, -1.3821, 3.9056], [1.4017, -0.9629, 5.6894], [-0.9479, -0.4009, 5.0370], [-1.5161, -0.2603, 2.6408], [-5.3947, -0.0518, 0.4134], [-4.3655, 0.9937, 0.2650], [-4.6298, 2.3392, 0.1365], [-3.4527, 2.9707, 0.0012], [-2.4417, 1.9976, 0.0499], [-3.0476, 0.7929, 0.2019], [-2.4331, -0.8193, 0.2441], [-1.0491, 2.3151, -0.0293], [-0.7275, 3.6677, -0.0085], [0.5871, 4.0773, -0.0775], [1.5714, 3.1088, -0.1629], [1.1817, 1.7945, -0.1685], [-0.1046, 1.3508, -0.1021], [-6.3598, 0.4443, 0.4323], [-5.2366, -0.5869, 1.3466], [-5.3455, -0.7336, -0.4324], [-5.6332, 2.7286, 0.1493], [-3.2755, 4.0179, -0.1346], [-1.4913, 4.4193, 0.0772], [0.8278, 5.1318, -0.0591], [2.6215, 3.3561, -0.2208], [1.9358, 1.0328, -0.2368], [-0.9486, -4.5984, -0.4612], [-0.7316, -3.4485, -0.4529], [-1.1565, -2.5793, -1.2843], [0.0227, -2.8660, 0.4421]],
  "atomic_forces_ev_per_a": [[-0.7, -0.7, -0.7], [-0.1, 0.0, 0.0], [0.0, 0.0, 0.0], [0.0, 0.0, 0.0], [0.0, -0.1, 0.0], [0.2, 0.4, -0.4], [0.1, 0.1, 0.1], [0.0, 0.0, -0.1], [0.0, 0.0, 0.0], [0.0, 0.0, 0.0], [0.0, 0.0, 0.0], [0.0, 0.0, 0.1], [0.3, 0.0, -0.1], [-0.1, -0.1, -0.1], [0.0, 0.0, 0.0], [0.0, 0.0, 0.0], [-0.1, 0.0, 0.0], [0.2, 0.1, 0.0], [0.0, 0.3, 0.4], [0.0, 0.0, 0.0], [0.0, 0.0, 0.0], [0.0, 0.0, 0.0], [0.0, 0.0, 0.0], [0.0, 0.0, 0.0], [0.0, 0.0, 0.0], [0.0, 0.0, 0.0], [0.0, 0.0, 0.0], [0.0, 0.0, 0.0], [0.0, 0.0, 0.0], [0.0, 0.0, 0.0], [0.1, 0.1, 0.0], [0.0, 0.1, 0.0], [0.1, 0.0, 0.0], [-0.1, 0.0, 0.0], [0.0, 0.0, -0.1], [-0.1, -0.2, 0.1], [-0.3, 0.3, 0.1], [-0.1, -0.1, 0.1], [0.1, 0.0, 0.0], [0.0, 0.0, 0.0], [0.0, -0.1, 0.0], [-0.1, 0.0, -0.1], [0.1, 0.1, -0.1], [0.0, 0.0, 0.0], [0.0, 0.0, 0.0], [0.0, 0.0, 0.0], [0.0, 0.0, 0.0], [0.0, 0.0, 0.0], [0.0, 0.0, 0.0], [0.0, 0.0, 0.0], [0.0, 0.0, 0.0], [0.0, 0.0, 0.0], [-0.1, 0.2, -0.1], [0.3, -0.2, 0.3], [0.4, 0.5, 0.1], [-0.1, -0.6, 0.4]],
  "total_charge": 3,
  "total_energy_ev": -54724.596,
  "s2": 0.758,
  "relative_energy_ev": 0.6271,
  "multiplicity": 2,
  "gap_ev": [6.94, 6.90],
  "homo_energy_ev": [-17.271, -17.584],
  "e_lumo_ev": [-10.333, -10.684]
}



Entry 4:
{
  "formula": "C24H21Br2FN4OPdSeSi",
  "method": "the ωB97M-V functional and the def2-TZVPD basis",
  "species": ["Pd", "C", "Si", "C", "C", "N", "C", "C", "C", "C", "C", "C", "F", "H", "H", "H", "H", "H", "H", "H", "H", "H", "H", "H", "H", "H", "Br", "C", "C", "C", "Br", "C", "C", "C", "C", "N", "C", "C", "O", "H", "H", "H", "H", "Se", "N", "C", "C", "C", "C", "C", "C", "N", "H", "H", "H", "H"],
  "xyz": [[0.0022, 0.3189, -0.0680], [0.2920, -3.2041, 2.6302], [-0.6249, -1.5848, 2.9858], [-0.9289, -1.6431, 4.8739], [0.6445, -0.1642, 2.8234], [-1.9150, -1.3939, 1.9407], [-3.1833, -0.9981, 2.0699], [-3.9054, -0.8262, 3.2886], [-5.2329, -0.4252, 3.3333], [-5.9492, -0.1698, 2.1725], [-5.2914, -0.3312, 0.9488], [-3.9795, -0.7304, 0.9178], [-3.4011, -0.8896, -0.3012], [1.3749, -3.0525, 2.6943], [0.0730, -3.5446, 1.6169], [0.0177, -3.9949, 3.3370], [0.0051, -1.8366, 5.4143], [-1.6353, -2.4403, 5.1295], [-1.3394, -0.6975, 5.2411], [1.6715, -0.5241, 2.9527], [0.4575, 0.6267, 3.5565], [0.6213, 0.3164, 1.8296], [-3.3725, -1.0176, 4.2101], [-5.7224, -0.3111, 4.2967], [-6.9828, 0.1536, 2.2044], [-5.7974, -0.1357, 0.0100], [-2.9982, 4.0973, -1.7837], [-1.2443, 3.6704, -2.3838], [-0.8251, 4.1714, -3.6126], [0.4266, 3.8804, -4.0849], [0.9436, 4.6039, -5.7855], [1.3243, 3.0849, -3.3407], [2.6303, 2.7369, -3.7537], [3.4245, 2.0012, -2.9241], [2.9243, 1.6042, -1.6712], [1.7092, 1.8782, -1.2702], [0.8962, 2.5971, -2.0787], [-0.4523, 2.8486, -1.5527], [-0.8378, 2.3925, -0.4427], [-1.4982, 4.7854, -4.1944], [2.9781, 3.0506, -4.7289], [4.4218, 1.7029, -3.2211], [3.5441, 1.0268, -0.9928], [-0.4778, -1.4579, -1.5259], [0.8004, -1.6201, -0.2627], [1.9903, -1.6383, -0.9472], [3.2398, -1.7948, -0.3330], [4.3846, -1.8213, -1.1033], [4.2979, -1.7074, -2.5045], [3.0852, -1.5652, -3.1376], [1.8906, -1.5458, -2.3785], [0.6551, -1.4995, -2.9053], [3.2842, -1.8674, 0.7476], [5.3530, -1.9357, -0.6297], [5.2100, -1.7193, -3.0931], [3.0211, -1.4602, -4.2140]],
  "atomic_forces_ev_per_a": [[0.2, 0.4, -0.4], [0.1, 0.0, 0.0], [0.2, 0.1, -0.2], [-0.1, 0.0, 0.0], [0.0, -0.1, 0.1], [-0.2, 0.1, 0.2], [0.3, -0.2, 0.0], [-0.1, 0.1, -0.1], [0.0, 0.0, 0.0], [-0.1, 0.0, 0.0], [0.0, 0.0, 0.1], [-0.1, 0.0, 0.0], [0.0, 0.0, 0.0], [0.0, -0.1, 0.0], [0.0, 0.1, 0.0], [0.0, 0.0, 0.0], [0.0, 0.0, -0.1], [0.0, 0.0, 0.0], [0.0, 0.0, 0.0], [0.0, 0.0, 0.1], [0.0, 0.0, 0.0], [0.1, 0.0, 0.3], [0.0, 0.0, 0.0], [0.0, 0.0, 0.0], [0.0, 0.0, 0.0], [0.0, 0.0, 0.0], [0.0, 0.0, 0.0], [-0.1, 0.0, 0.1], [0.1, -0.1, 0.0], [0.0, 0.1, -0.2], [0.0, 0.0, 0.1], [0.0, 0.0, 0.1], [0.0, 0.0, 0.0], [0.0, 0.0, -0.1], [0.0, -0.1, 0.1], [0.1, 0.2, -0.1], [0.0, 0.0, 0.0], [0.0, 0.2, 0.0], [0.0, -0.3, 0.0], [0.0, 0.0, 0.0], [0.0, 0.0, 0.0], [0.0, 0.0, 0.0], [0.0, -0.1, 0.0], [-0.3, -0.3, -0.3], [-0.1, 0.1, 0.3], [0.0, 0.0, -0.3], [0.0, 0.0, 0.0], [0.0, 0.0, 0.1], [0.0, 0.0, -0.1], [0.1, 0.0, 0.1], [-0.1, 0.0, 0.1], [0.0, 0.0, 0.0], [0.0, 0.0, 0.0], [0.0, 0.0, 0.0], [0.0, 0.0, 0.0], [0.0, 0.0, 0.0]],
  "total_charge": -2,
  "total_energy_ev": -252744.661,
  "relative_energy_ev": 0.9895,
  "multiplicity": 1,
  "gap_ev": 5.00,
  "homo_energy_ev": -1.041,
  "e_lumo_ev": 3.960
}